No. 1
Computed, not measured: a cluster of 10 separate species, C27H63N9O13S in total in a non-equilibrium geometry, with ωB97M-V/def2-TZVPD.

Properties
gap between HOMO and LUMO	0.3464	Ha
LUMO	4.1872	eV
F_max	0.086	Eh/bohr
net charge	-2
energy above the lowest of the compared OMol25 structures with the same formula, charge and spin	0.000	eV

XYZ file:
```
113
Properties=species:S:1:pos:R:3:lowdin_charge:R:1
S -0.15 -0.26 0.02 0.281
O -1.34 0.48 -0.33 -0.363
O -0.46 -1.69 -0.07 -0.368
O 0.93 0.03 -1.02 -0.398
O 0.21 0.09 1.37 -0.362
C 2.02 3.31 -3.33 -0.005
C 0.91 2.48 -3.86 -0.589
O 0.57 2.72 -5.03 -0.011
N 0.29 1.58 -3.12 0.025
C -0.95 0.95 -3.46 -0.066
H 1.91 4.39 -3.42 0.090
H 2.90 3.01 -3.89 0.090
H 2.20 3.11 -2.28 0.054
H 0.64 1.26 -2.23 0.060
H -1.09 0.91 -4.54 0.087
H -1.82 1.54 -3.15 0.073
H -1.00 -0.09 -3.13 0.065
C -4.29 1.47 -1.72 -0.018
C -4.36 0.00 -2.08 -0.522
O -5.45 -0.47 -2.54 -0.042
N -3.27 -0.73 -1.83 0.029
C -3.41 -2.16 -2.02 -0.069
H -5.20 1.51 -1.13 0.081
H -4.36 2.26 -2.47 0.076
H -3.56 1.82 -0.98 0.050
H -2.49 -0.40 -1.28 0.051
H -2.37 -2.47 -2.03 0.042
H -3.67 -2.48 -3.03 0.088
H -4.02 -2.63 -1.25 0.093
C 1.54 3.89 0.72 -0.001
C 2.05 3.74 2.12 -0.543
O 2.73 4.65 2.69 -0.031
N 1.69 2.61 2.67 0.042
C 2.19 2.26 4.00 -0.048
H 1.23 2.93 0.30 0.063
H 2.34 4.22 0.06 0.079
H 0.70 4.58 0.70 0.084
H 1.39 1.92 2.00 0.094
H 1.53 2.34 4.86 0.078
H 3.08 2.86 4.17 0.078
H 2.58 1.24 3.93 0.070
C -1.32 -5.50 -0.63 0.007
C -1.61 -5.24 0.84 -0.530
O -1.91 -6.19 1.58 -0.003
N -1.41 -3.97 1.21 0.007
C -1.42 -3.51 2.53 -0.097
H -0.27 -5.76 -0.69 0.070
H -1.34 -4.57 -1.20 0.050
H -1.87 -6.26 -1.19 0.084
H -1.30 -3.23 0.54 0.076
H -1.11 -2.47 2.57 0.067
H -0.79 -4.16 3.14 0.091
H -2.46 -3.55 2.86 0.092
C -3.82 -0.72 1.67 0.028
C -3.56 0.04 2.99 -0.606
O -4.46 0.43 3.66 0.061
N -2.30 0.32 3.21 0.017
C -1.76 0.90 4.40 -0.065
H -3.14 -1.57 1.57 0.056
H -3.75 0.00 0.86 0.064
H -4.83 -1.12 1.62 0.083
H -1.67 0.31 2.42 0.090
H -2.05 1.95 4.42 0.067
H -0.67 0.82 4.32 0.065
H -2.09 0.43 5.32 0.090
C 3.48 -0.78 1.24 0.002
C 3.16 -1.40 2.53 -0.614
O 3.95 -2.10 3.12 0.025
N 1.95 -1.24 3.06 0.016
C 1.25 -1.82 4.18 -0.044
H 2.53 -0.63 0.73 0.056
H 4.07 -1.41 0.58 0.094
H 4.09 0.10 1.45 0.082
H 1.32 -0.73 2.44 0.051
H 1.90 -2.32 4.90 0.084
H 0.55 -2.55 3.79 0.049
H 0.71 -1.03 4.71 0.068
C 4.43 1.84 -0.78 -0.037
C 4.60 1.01 -2.01 -0.531
O 5.72 1.22 -2.51 -0.008
N 3.53 0.28 -2.46 0.033
C 3.51 -0.37 -3.76 -0.057
H 4.58 2.89 -1.00 0.085
H 5.11 1.56 0.02 0.080
H 3.41 1.80 -0.40 0.051
H 2.66 0.32 -1.94 0.071
H 4.23 -0.01 -4.50 0.085
H 2.46 -0.38 -4.04 0.078
H 3.78 -1.40 -3.52 0.080
C 0.07 -2.92 -3.25 -0.013
C 1.02 -3.81 -2.53 -0.534
O 1.49 -4.81 -3.15 -0.031
N 1.29 -3.48 -1.24 0.035
C 2.21 -4.23 -0.42 -0.060
H -0.27 -2.05 -2.70 0.040
H -0.82 -3.55 -3.30 0.078
H 0.36 -2.45 -4.19 0.090
H 0.71 -2.78 -0.80 0.056
H 3.00 -4.65 -1.04 0.084
H 1.77 -5.02 0.19 0.074
H 2.70 -3.57 0.31 0.070
C -1.98 3.58 2.25 -0.008
C -1.98 4.20 0.90 -0.540
O -2.54 5.33 0.79 -0.033
N -1.59 3.53 -0.21 0.037
C -1.61 4.07 -1.61 -0.020
H -1.68 4.22 3.08 0.094
H -1.35 2.70 2.10 0.059
H -2.96 3.23 2.57 0.089
H -1.26 2.58 -0.11 0.078
H -1.61 5.16 -1.58 0.076
H -2.60 3.90 -2.02 0.065
H -0.79 3.76 -2.27 0.067
```

No. 2
Computed, not measured: a structure of composition C27H63N9O13SZn2 in a non-equilibrium geometry, with ωB97M-V/def2-TZVPD.

Properties
gap between HOMO and LUMO	0.3164	Ha
LUMO	-4.0730	eV
F_max	0.056	Eh/bohr
net charge	+2

XYZ file:
```
115
Properties=species:S:1:pos:R:3:lowdin_charge:R:1
Zn -9.62 15.91 -1.73 0.745
Zn -13.17 12.28 -3.90 0.713
S -11.60 14.17 -1.65 0.347
O -10.19 14.13 -2.11 -0.365
O -11.75 15.63 -1.40 -0.360
O -12.48 13.65 -2.72 -0.339
O -11.70 13.44 -0.39 -0.315
C -12.10 16.24 1.98 0.004
C -12.27 15.09 2.94 -0.555
O -12.53 15.22 4.12 0.064
N -12.21 13.91 2.26 0.000
C -12.22 12.62 2.92 -0.076
H -12.15 17.17 2.55 0.076
H -12.90 16.22 1.24 0.080
H -11.15 16.23 1.43 0.066
H -12.30 13.93 1.25 0.064
H -11.43 11.95 2.58 0.068
H -13.21 12.16 3.00 0.081
H -12.07 12.73 4.00 0.085
C -14.10 13.87 -7.66 0.042
C -14.24 14.30 -6.22 -0.484
O -13.92 13.53 -5.30 -0.017
N -14.56 15.55 -5.93 0.062
C -14.62 16.07 -4.56 -0.027
H -14.03 14.70 -8.36 0.092
H -15.05 13.35 -7.80 0.108
H -13.22 13.26 -7.80 0.078
H -14.45 16.29 -6.60 0.149
H -15.05 15.39 -3.84 0.085
H -15.15 17.02 -4.48 0.099
H -13.62 16.39 -4.24 0.076
C -15.21 15.64 -1.04 0.009
C -14.97 17.08 -1.46 -0.568
O -15.91 17.84 -1.64 0.039
N -13.70 17.48 -1.67 0.015
C -13.46 18.75 -2.34 -0.068
H -15.92 15.13 -1.69 0.076
H -15.54 15.73 0.00 0.098
H -14.32 15.01 -1.04 0.045
H -13.00 16.73 -1.76 0.064
H -12.43 19.08 -2.20 0.063
H -13.97 19.51 -1.75 0.094
H -13.76 18.70 -3.38 0.074
C -9.27 11.32 -4.09 0.044
C -10.18 11.99 -5.10 -0.462
O -11.37 12.17 -4.91 0.007
N -9.57 12.44 -6.22 0.035
C -10.13 13.09 -7.37 -0.061
H -9.61 10.28 -4.02 0.093
H -9.39 11.73 -3.09 0.082
H -8.27 11.26 -4.51 0.088
H -8.58 12.30 -6.35 0.142
H -9.37 13.65 -7.90 0.102
H -10.91 13.82 -7.13 0.052
H -10.61 12.37 -8.03 0.100
C -17.22 12.11 -3.55 0.028
C -16.07 12.09 -2.56 -0.490
O -14.92 12.20 -2.98 0.002
N -16.45 11.86 -1.31 0.057
C -15.49 11.91 -0.22 -0.030
H -17.28 11.15 -4.06 0.098
H -17.05 12.87 -4.31 0.084
H -18.20 12.38 -3.16 0.090
H -17.38 11.60 -1.07 0.155
H -16.04 12.11 0.69 0.101
H -14.80 12.75 -0.28 0.072
H -14.85 11.02 -0.25 0.093
C -7.77 18.95 -0.85 0.029
C -9.23 18.80 -0.56 -0.505
O -9.82 17.81 -1.00 -0.023
N -9.79 19.72 0.23 0.056
C -11.14 19.68 0.79 -0.023
H -7.65 18.72 -1.90 0.091
H -7.17 18.27 -0.25 0.083
H -7.47 19.98 -0.64 0.094
H -9.40 20.61 0.48 0.147
H -11.76 19.04 0.15 0.072
H -11.50 20.70 0.84 0.097
H -11.23 19.21 1.77 0.081
C -10.86 15.75 -5.33 0.021
C -10.50 16.96 -4.55 -0.477
O -10.07 16.86 -3.40 -0.004
N -10.72 18.12 -5.16 0.053
C -10.29 19.41 -4.66 -0.025
H -11.54 15.09 -4.78 0.079
H -9.89 15.26 -5.46 0.105
H -11.34 15.92 -6.29 0.086
H -11.15 18.15 -6.07 0.146
H -11.14 19.94 -4.24 0.087
H -9.86 20.03 -5.44 0.096
H -9.48 19.23 -3.95 0.084
C -12.33 8.33 -2.48 0.027
C -12.00 9.76 -2.15 -0.488
O -12.48 10.65 -2.87 -0.004
N -11.45 9.98 -0.96 0.064
C -10.34 9.15 -0.47 -0.059
H -13.33 8.07 -2.15 0.105
H -11.59 7.66 -2.04 0.075
H -12.21 8.06 -3.53 0.096
H -11.42 10.92 -0.57 0.131
H -10.81 8.36 0.13 0.094
H -9.64 9.61 0.22 0.087
H -9.74 8.67 -1.24 0.090
C -8.61 13.33 0.83 0.028
C -8.37 14.79 0.95 -0.471
O -8.71 15.51 -0.01 -0.028
N -7.93 15.30 2.09 0.061
C -7.86 16.71 2.47 -0.005
H -8.44 13.07 -0.21 0.088
H -9.61 13.06 1.14 0.077
H -7.87 12.78 1.42 0.096
H -7.68 14.61 2.79 0.155
H -8.70 16.89 3.14 0.101
H -7.76 17.36 1.61 0.063
H -6.91 16.86 2.98 0.097
```

How do the records compare in DFT total energy? In the order shown, they have -79893.006; -176716.443 eV.